# 1
A structure of composition C22H27GeIrN3O2 in a non-equilibrium geometry. Source: the OMol25 dataset; level of theory: wB97M-V/def2-TZVPD.

Positions of all 56 atoms, in Å:
1 Ir -0.599 -0.589 0.756
2 C 3.907 0.016 0.104
3 C 2.611 -0.709 0.308
4 N 2.627 -2.040 0.268
5 O 1.560 -0.076 0.502
6 H 4.574 -0.174 0.945
7 H 3.712 1.081 0.032
8 H 4.404 -0.329 -0.802
9 H 3.485 -2.541 0.113
10 H 1.777 -2.550 0.467
11 N -3.227 -0.738 2.473
12 C -2.290 -0.649 1.801
13 Ge -1.518 1.081 -1.286
14 C -1.684 2.076 0.372
15 C -2.975 2.270 0.863
16 C -3.191 3.064 1.974
17 C -2.117 3.648 2.630
18 C -0.822 3.438 2.172
19 C -0.607 2.652 1.054
20 C -0.518 1.990 -2.681
21 C -0.894 1.802 -4.009
22 C -0.229 2.453 -5.035
23 C 0.828 3.304 -4.744
24 C 1.210 3.505 -3.425
25 C 0.537 2.856 -2.400
26 H -2.877 0.593 -1.768
27 H -3.819 1.791 0.381
28 H -4.197 3.214 2.339
29 H -2.287 4.260 3.506
30 H 0.016 3.885 2.690
31 H 0.409 2.481 0.717
32 H -1.724 1.146 -4.254
33 H -0.540 2.303 -6.060
34 H 1.347 3.817 -5.542
35 H 2.025 4.177 -3.192
36 H 0.840 3.043 -1.377
37 C 0.435 -0.884 -2.319
38 O -0.649 -0.693 -1.416
39 H 1.309 -0.305 -2.016
40 H 0.138 -0.568 -3.318
41 H 0.671 -1.949 -2.332
42 C -1.519 -3.848 0.027
43 C -0.667 -3.773 1.229
44 C -0.410 -4.821 2.172
45 C 0.354 -4.276 3.160
46 C 0.552 -2.899 2.808
47 C 1.225 -1.867 3.621
48 N -0.049 -2.629 1.629
49 H -1.236 -4.702 -0.592
50 H -1.469 -2.938 -0.570
51 H -2.558 -4.004 0.331
52 H -0.779 -5.830 2.090
53 H 0.735 -4.745 4.052
54 H 2.184 -2.234 3.989
55 H 0.612 -1.645 4.499
56 H 1.369 -0.943 3.063

Cartesian forces (eV/Å) of the 3 atoms listed first:
Ir 0.32 -0.54 0.66
C -0.04 0.02 0.02
C 0.10 -0.28 -0.03

2S+1 = 5
expectation value of S² = 6.0236
HOMO (alpha / beta) = -10.4765 / -11.8799 eV
gap between HOMO and LUMO (alpha / beta) = 0.2985 / 0.2581 hartree
charge = +1
E = -3350.19139 hartree

***

# 2
A cluster of 16 separate species, C74H180O37 in total in a non-equilibrium geometry. Source: the OMol25 dataset; level of theory: wB97M-V/def2-TZVPD.

Positions of all 291 atoms, in Å:
1 C -7.636 -2.950 -1.659
2 O -6.843 -1.783 -1.924
3 C -6.906 -0.876 -0.801
4 C -6.040 0.368 -1.042
5 O -4.708 -0.069 -1.080
6 C -3.741 0.948 -1.179
7 H -7.137 -3.519 -0.892
8 H -7.625 -3.614 -2.551
9 H -8.650 -2.761 -1.368
10 H -6.614 -1.367 0.133
11 H -7.963 -0.522 -0.620
12 H -6.167 0.978 -0.135
13 H -6.445 0.875 -1.881
14 H -3.461 1.463 -0.195
15 H -3.956 1.775 -1.883
16 H -2.784 0.483 -1.511
17 C -2.157 1.159 5.238
18 O -2.117 1.478 3.797
19 C -2.119 2.845 3.514
20 C -2.724 3.050 2.149
21 O -4.047 2.568 2.024
22 C -5.049 3.319 2.682
23 H -1.834 0.114 5.364
24 H -3.197 1.359 5.634
25 H -1.435 1.740 5.739
26 H -1.122 3.302 3.541
27 H -2.752 3.303 4.280
28 H -2.188 2.460 1.454
29 H -2.676 4.152 1.886
30 H -4.825 3.242 3.723
31 H -6.051 2.949 2.445
32 H -4.996 4.402 2.371
33 C -5.354 0.795 -4.611
34 O -4.398 1.041 -5.647
35 C -3.226 1.548 -5.250
36 C -2.282 0.506 -4.679
37 O -1.699 -0.114 -5.778
38 C -0.893 -1.225 -5.349
39 H -5.843 1.784 -4.302
40 H -4.947 0.199 -3.764
41 H -6.040 0.146 -5.172
42 H -3.395 2.406 -4.595
43 H -2.685 1.867 -6.151
44 H -2.794 -0.189 -3.983
45 H -1.457 1.004 -4.130
46 H -1.583 -1.815 -4.700
47 H -0.035 -0.848 -4.758
48 H -0.491 -1.763 -6.186
49 C -3.633 -3.057 -2.093
50 O -2.245 -3.450 -2.061
51 C -1.981 -4.732 -2.541
52 C -2.444 -5.951 -1.684
53 O -1.882 -6.111 -0.467
54 C -2.401 -5.269 0.527
55 H -4.205 -3.427 -1.219
56 H -4.196 -3.492 -2.964
57 H -3.722 -1.974 -2.005
58 H -0.900 -4.769 -2.694
59 H -2.387 -4.898 -3.544
60 H -2.100 -6.819 -2.257
61 H -3.544 -6.001 -1.640
62 H -2.190 -4.180 0.302
63 H -1.987 -5.525 1.525
64 H -3.537 -5.408 0.517
65 C 4.632 2.072 5.160
66 O 3.256 1.858 4.857
67 C 2.524 3.031 4.705
68 C 1.341 2.695 3.878
69 O 0.888 3.816 3.077
70 C 1.549 3.944 1.851
71 H 5.056 2.680 4.336
72 H 5.082 1.106 5.216
73 H 4.748 2.680 6.074
74 H 3.237 3.718 4.200
75 H 2.313 3.618 5.666
76 H 0.511 2.402 4.544
77 H 1.555 1.770 3.329
78 H 1.229 3.272 1.052
79 H 2.614 3.849 2.026
80 H 1.398 4.982 1.510
81 C -6.237 3.958 -0.494
82 O -5.743 4.234 -1.814
83 C -4.948 5.431 -1.901
84 C -3.585 5.392 -1.211
85 O -2.679 4.428 -1.691
86 C -2.338 4.599 -3.051
87 H -7.002 3.211 -0.592
88 H -6.674 4.863 -0.028
89 H -5.451 3.458 0.054
90 H -5.615 6.296 -1.586
91 H -4.789 5.564 -2.977
92 H -3.772 5.106 -0.176
93 H -3.082 6.382 -1.274
94 H -1.496 3.858 -3.203
95 H -1.988 5.591 -3.369
96 H -3.212 4.507 -3.736
97 C 3.172 0.982 -0.539
98 O 4.469 0.894 -0.052
99 C 4.788 1.783 0.979
100 C 6.300 1.897 1.199
101 O 6.583 2.842 2.299
102 C 7.939 2.735 2.723
103 H 2.940 1.923 -0.955
104 H 2.526 0.741 0.322
105 H 3.033 0.148 -1.236
106 H 4.196 1.491 1.894
107 H 4.406 2.810 0.701
108 H 6.707 2.313 0.258
109 H 6.776 0.980 1.463
110 H 8.074 3.423 3.540
111 H 8.677 2.941 1.963
112 H 8.111 1.675 3.069
113 C 1.777 0.499 7.674
114 O 0.467 1.067 7.998
115 C 0.414 1.176 9.447
116 C -0.918 1.429 10.053
117 O -1.739 0.296 9.819
118 C -3.110 0.569 9.777
119 H 1.828 -0.550 7.945
120 H 2.576 1.071 8.099
121 H 1.793 0.525 6.577
122 H 1.142 1.874 9.779
123 H 0.714 0.219 9.877
124 H -1.391 2.337 9.680
125 H -0.798 1.647 11.136
126 H -3.627 -0.274 10.312
127 H -3.466 0.735 8.747
128 H -3.336 1.529 10.261
129 C 3.420 -3.809 2.560
130 O 4.718 -3.486 3.039
131 C 4.642 -2.337 3.795
132 C 4.742 -1.024 3.037
133 O 5.967 -0.853 2.311
134 C 5.967 -1.552 1.100
135 H 2.715 -3.617 3.408
136 H 3.397 -4.798 2.230
137 H 3.221 -3.168 1.658
138 H 5.481 -2.313 4.482
139 H 3.746 -2.309 4.403
140 H 4.701 -0.205 3.758
141 H 3.884 -0.914 2.382
142 H 6.637 -0.992 0.379
143 H 4.967 -1.581 0.610
144 H 6.207 -2.593 1.282
145 C 0.598 -5.812 4.727
146 O 0.402 -4.520 5.307
147 C -0.800 -4.022 4.915
148 C -1.143 -2.721 5.611
149 O -1.721 -2.986 6.867
150 C -2.017 -1.752 7.508
151 H 1.561 -6.216 5.138
152 H 0.610 -5.864 3.615
153 H -0.252 -6.447 4.976
154 H -1.586 -4.711 5.178
155 H -0.944 -3.844 3.878
156 H -1.817 -2.183 4.925
157 H -0.269 -2.055 5.793
158 H -1.166 -1.116 7.807
159 H -2.557 -2.067 8.408
160 H -2.687 -1.140 6.882
161 C 0.954 -1.120 3.381
162 O 0.709 -0.543 2.116
163 C -0.552 -0.759 1.550
164 C -0.472 -0.254 0.100
165 O -0.542 1.168 0.035
166 C -0.159 1.684 -1.218
167 H 0.854 -2.209 3.253
168 H 0.183 -0.784 4.062
169 H 1.975 -0.862 3.649
170 H -1.418 -0.203 2.061
171 H -0.750 -1.835 1.495
172 H -1.315 -0.697 -0.493
173 H 0.548 -0.591 -0.279
174 H -0.532 1.084 -2.063
175 H 0.902 1.828 -1.315
176 H -0.675 2.660 -1.302
177 C -0.653 1.494 -9.009
178 O 0.766 1.667 -8.658
179 C 1.184 0.510 -7.966
180 C 2.396 0.780 -7.118
181 O 2.200 1.871 -6.194
182 C 1.098 1.734 -5.371
183 C 1.086 2.844 -4.323
184 O 2.028 2.569 -3.251
185 C 3.309 2.906 -3.689
186 H -1.141 1.526 -8.059
187 H -0.816 0.535 -9.511
188 H -0.929 2.361 -9.606
189 H 1.447 -0.355 -8.670
190 H 0.314 0.128 -7.415
191 H 3.227 1.209 -7.714
192 H 2.755 -0.194 -6.723
193 H 1.150 0.752 -4.866
194 H 0.141 1.765 -5.867
195 H 0.125 2.964 -3.804
196 H 1.289 3.848 -4.692
197 H 4.017 2.744 -2.844
198 H 3.340 3.945 -3.988
199 H 3.619 2.328 -4.591
200 C 0.949 -4.072 0.058
201 O 1.127 -5.113 0.936
202 C 1.231 -6.373 0.212
203 C 2.234 -7.355 0.806
204 O 3.583 -6.916 0.845
205 C 4.229 -7.062 -0.438
206 C 5.766 -6.949 -0.284
207 O 6.173 -5.685 0.168
208 C 6.564 -5.669 1.533
209 H 0.934 -3.137 0.627
210 H 0.022 -4.139 -0.484
211 H 1.717 -4.001 -0.781
212 H 1.529 -6.197 -0.823
213 H 0.274 -6.875 0.220
214 H 2.182 -8.293 0.263
215 H 1.996 -7.594 1.845
216 H 3.878 -6.267 -1.077
217 H 4.022 -8.039 -0.816
218 H 6.105 -7.138 -1.306
219 H 6.217 -7.754 0.330
220 H 7.408 -6.383 1.715
221 H 5.753 -5.907 2.232
222 H 6.918 -4.680 1.714
223 C 8.040 5.923 -6.111
224 O 6.633 6.084 -5.862
225 C 6.133 7.316 -6.159
226 C 4.633 7.413 -5.998
227 O 4.357 7.187 -4.648
228 C 3.006 7.018 -4.434
229 C 2.727 7.270 -2.945
230 O 1.394 6.956 -2.689
231 C 1.220 5.685 -1.943
232 H 8.671 6.822 -5.742
233 H 8.212 5.858 -7.175
234 H 8.376 5.051 -5.565
235 H 6.457 7.647 -7.198
236 H 6.496 8.018 -5.401
237 H 4.122 6.733 -6.660
238 H 4.234 8.381 -6.258
239 H 2.749 5.976 -4.677
240 H 2.419 7.748 -4.959
241 H 2.906 8.290 -2.620
242 H 3.350 6.657 -2.274
243 H 0.214 5.261 -2.100
244 H 1.324 5.744 -0.848
245 H 1.921 4.929 -2.302
246 C -4.738 -3.613 3.608
247 O -3.639 -2.897 3.044
248 C -4.005 -1.935 2.111
249 C -4.523 -0.633 2.636
250 O -5.918 -0.812 3.081
251 C -6.656 0.387 3.274
252 C -8.051 -0.136 3.759
253 O -8.923 0.983 3.755
254 C -10.190 0.543 4.241
255 H -4.276 -4.325 4.335
256 H -5.239 -4.110 2.775
257 H -5.367 -2.948 4.183
258 H -4.739 -2.324 1.381
259 H -3.135 -1.613 1.525
260 H -4.453 0.117 1.831
261 H -3.944 -0.235 3.457
262 H -6.828 0.987 2.354
263 H -6.230 1.006 4.126
264 H -7.908 -0.619 4.792
265 H -8.466 -0.900 3.135
266 H -10.430 -0.419 3.794
267 H -10.900 1.397 4.106
268 H -10.168 0.358 5.338
269 C 4.264 -3.534 -2.390
270 O 2.929 -3.564 -2.922
271 C 2.198 -2.375 -2.809
272 C 2.629 -1.420 -3.894
273 O 2.186 -1.813 -5.162
274 C 2.916 -2.815 -5.843
275 C 2.166 -3.575 -6.885
276 O 1.871 -2.678 -7.907
277 C 0.868 -3.057 -8.788
278 H 4.939 -2.805 -2.843
279 H 4.764 -4.475 -2.581
280 H 4.234 -3.299 -1.361
281 H 2.230 -1.877 -1.849
282 H 1.140 -2.689 -2.955
283 H 3.746 -1.299 -3.728
284 H 2.324 -0.405 -3.672
285 H 3.377 -3.568 -5.098
286 H 3.799 -2.361 -6.316
287 H 1.196 -3.867 -6.463
288 H 2.758 -4.407 -7.230
289 H 1.035 -4.022 -9.217
290 H 0.695 -2.295 -9.571
291 H -0.130 -3.160 -8.291

Cartesian forces (eV/Å) of the 3 atoms listed first:
C 1.43 -0.36 -1.05
O -0.82 0.35 0.84
C -0.74 0.29 -0.35

2S+1 = 1
HOMO = -8.8720 eV
gap between HOMO and LUMO = 0.3477 hartree
charge = 0
E = -5710.45145 hartree